Entry 1:
# C5H8N2O

One molecule with the formula C5H8N2O at a distorted geometry (wB97M-V/def2-TZVPD, the OMol25 dataset).

Structure (XYZ):
```
16
Properties=species:S:1:pos:R:3
O -0.958 -0.657 1.404
N 1.300 1.501 0.411
N 0.474 -0.601 1.286
C 0.433 0.225 -1.540
C -0.925 0.084 -0.906
C 0.862 0.834 1.417
C -1.349 -1.043 0.119
C 1.450 0.914 -0.893
H 2.495 1.152 -1.260
H 0.610 1.240 2.395
H 0.873 -0.964 2.254
H 0.684 -0.293 -2.399
H -1.476 -0.207 -1.787
H -1.250 1.077 -0.404
H -2.454 -1.239 0.020
H -0.770 -2.024 -0.119
```

Summary:
**Structure (SMILES)**: C1=C\N=C/NOCC/1
**HOMO energy**: -8.656 eV
**Net charge**: 0
**HOMO-LUMO gap**: 9.35 eV
**Energy above the lowest of the compared OMol25 structures with the same formula, charge and spin**: 104.9 kcal per mole



Entry 2:
# C5H8N2O

One molecule with the formula C5H8N2O at a distorted geometry (wB97M-V/def2-TZVPD, the OMol25 dataset).

Structure (XYZ):
```
16
Properties=species:S:1:pos:R:3
O 3.382 -1.159 -0.457
N 2.051 0.541 0.102
N 2.437 -0.556 -0.018
C -0.005 1.621 -0.365
C -1.022 -0.497 0.274
C 1.183 1.384 0.491
C -0.671 0.345 -0.724
C -1.650 -1.811 0.153
H 0.296 2.107 -1.233
H -0.425 -0.011 -1.782
H -1.192 -2.424 0.866
H 1.151 1.737 1.565
H -0.713 2.363 0.203
H -2.658 -1.625 0.462
H -1.268 -1.940 -0.828
H -0.897 -0.076 1.291
```

Summary:
**Structure (SMILES)**: C/C=C/C/C=N\N=O
**HOMO energy (alpha / beta)**: -8.108 / -8.111 eV
**Net charge**: 0
**HOMO-LUMO gap (alpha / beta)**: 8.47 / 8.48 eV
**Energy above the lowest of the compared OMol25 structures with the same formula, charge and spin**: 149.2 kcal per mole



Entry 3:
# C5H8N2O

A 2-piece molecular cluster, C5H8N2O overall at a distorted geometry (wB97M-V/def2-TZVPD, the OMol25 dataset).

Structure (XYZ):
```
16
Properties=species:S:1:pos:R:3
O 1.850 -1.457 0.042
N 0.204 0.015 -0.310
N -1.568 1.817 0.059
C -1.137 0.493 0.195
C 0.462 -1.236 0.044
C -1.548 -0.538 0.973
C 1.163 0.806 -1.031
C -0.672 -1.755 0.709
H 2.180 0.206 -1.171
H 1.523 1.570 -0.432
H 0.694 1.191 -1.939
H -0.872 -2.603 1.203
H -0.505 2.520 0.087
H 2.881 -2.241 0.910
H -2.221 1.964 -0.848
H -2.435 -0.753 1.509
```

Summary:
**HOMO energy**: -7.347 eV
**Net charge**: 0
**HOMO-LUMO gap**: 5.85 eV
**Energy above the lowest of the compared OMol25 structures with the same formula, charge and spin**: 168.9 kcal per mole



Entry 4:
# C5H8N2O

C5H8N2O as an isolated structure at a distorted geometry (wB97M-V/def2-TZVPD, the OMol25 dataset).

Structure (XYZ):
```
16
Properties=species:S:1:pos:R:3
O 1.830 -0.683 -0.743
N -0.951 1.870 -0.226
N -0.004 2.347 0.623
C 0.902 -0.886 0.416
C 0.697 1.313 1.181
C -1.510 -0.484 -1.203
C -0.969 0.520 -0.219
C -0.036 0.018 0.915
H -0.042 -1.570 -0.158
H -1.753 -1.715 -0.865
H 2.380 0.053 -0.613
H -0.554 -0.261 1.834
H -2.432 -0.202 -1.682
H 1.581 1.661 1.710
H 1.508 -1.613 1.271
H -0.647 -0.368 -2.241
```

Summary:
**HOMO energy**: -9.078 eV
**Net charge**: 0
**HOMO-LUMO gap**: 9.01 eV
**Energy above the lowest of the compared OMol25 structures with the same formula, charge and spin**: 147.8 kcal per mole



Q: Look up the net charge of the second one.
A: 0



Q: What is the energy above the lowest of the compared OMol25 structures with the same formula, charge and spin in the first record?
A: 104.9 kcal per mole



Q: Look up the energy above the lowest of the compared OMol25 structures with the same formula, charge and spin of the fourth one.
A: 147.8 kcal per mole